{
  "formula": "H24O12",
  "method": "ωB97M-V/def2-TZVPD",
  "elements": ["O", "H", "H", "O", "H", "H", "O", "H", "H", "O", "H", "H", "O", "H", "H", "O", "H", "H", "O", "H", "H", "O", "H", "H", "O", "H", "H", "O", "H", "H", "O", "H", "H", "O", "H", "H"],
  "xyz": [[-0.792, -1.860, -3.675], [-0.968, -1.400, -4.559], [-0.679, -2.777, -3.983], [-0.630, 0.260, -1.817], [-1.544, 0.511, -1.771], [-0.073, 0.059, -1.061], [0.431, 2.430, -0.311], [-0.276, 2.522, -0.999], [1.082, 1.950, -0.828], [-0.883, -3.717, 0.982], [-1.803, -3.849, 1.217], [-0.283, -3.701, 1.724], [2.042, -3.066, -0.784], [1.525, -3.508, -0.089], [1.587, -3.354, -1.580], [2.063, -1.814, 1.842], [2.562, -0.974, 1.990], [2.824, -2.344, 1.590], [1.566, 1.101, 1.901], [1.040, 0.295, 1.824], [1.004, 1.646, 1.279], [-0.280, 4.228, -2.195], [-0.144, 4.362, -1.258], [-0.657, 3.443, -2.579], [3.680, -1.344, -0.039], [4.530, -1.253, -0.474], [2.960, -1.091, -0.635], [-3.696, -1.330, 1.405], [-2.932, -1.809, 1.735], [-3.932, -2.005, 0.709], [-2.088, 1.921, 1.927], [-2.512, 1.923, 1.058], [-2.573, 1.512, 2.653], [-0.755, 4.671, 1.359], [-0.367, 3.808, 1.154], [-1.029, 4.556, 2.292]],
  "total_energy_ev": -24957.853,
  "orbital_gap_ev": 10.60,
  "e_lumo_ev": -0.090,
  "smiles": "O.O.O.O.O.O.O.O.O.O.O.O",
  "total_charge": 0
}

{
  "formula": "C10H11N2O",
  "method": "ωB97M-V/def2-TZVPD",
  "elements": ["C", "C", "C", "C", "C", "C", "C", "C", "C", "C", "N", "N", "O", "H", "H", "H", "H", "H", "H", "H", "H", "H", "H", "H"],
  "xyz": [[-3.256, -0.678, -0.347], [-2.296, -1.674, -0.512], [-2.983, 0.505, 0.258], [-0.942, -1.287, -0.361], [-1.689, 0.803, 0.687], [-0.677, -0.177, 0.380], [2.498, 0.247, -1.493], [1.769, -0.870, 0.535], [0.672, 0.223, 0.665], [1.119, 1.350, 1.520], [2.600, -0.729, -0.582], [1.653, 1.133, -1.397], [1.850, -1.646, 1.448], [-4.268, -0.808, -0.664], [-2.660, -2.655, -0.814], [-3.748, 1.298, 0.349], [-0.045, -1.986, -0.546], [-1.324, 1.599, 1.388], [3.079, 0.100, -2.405], [1.454, 0.898, 2.387], [0.386, 2.114, 1.511], [1.891, 1.758, 0.854], [3.297, -1.411, -0.821], [1.621, 1.893, -2.038]],
  "total_energy_ev": -15567.399,
  "orbital_gap_ev": 8.05,
  "e_lumo_ev": -5.553,
  "total_charge": 1
}

{
  "formula": "C3H3PS",
  "method": "ωB97M-V/def2-TZVPD",
  "elements": ["C", "C", "P", "C", "S", "H", "H", "H"],
  "xyz": [[-0.164, 0.049, 0.019], [-1.788, 0.531, -0.142], [-2.925, 1.768, -0.050], [-3.029, -0.074, -0.059], [-3.914, -1.406, 0.065], [0.277, 0.752, 0.827], [0.488, 0.011, -0.903], [-0.305, -0.971, 0.398]],
  "total_energy_ev": -23280.726,
  "orbital_gap_ev": 6.92,
  "e_lumo_ev": -0.962,
  "smiles": "Cc1pc1=S",
  "total_charge": 0
}

{
  "formula": "C6H15N3O8P2Pd",
  "method": "ωB97M-V/def2-TZVPD",
  "elements": ["Pd", "C", "C", "N", "O", "C", "C", "N", "O", "H", "H", "H", "H", "H", "H", "H", "N", "C", "C", "P", "O", "O", "O", "P", "O", "O", "O", "H", "H", "H", "H", "H", "H", "H", "H"],
  "xyz": [[-0.261, -0.008, -0.800], [0.170, -4.208, -0.949], [-0.285, -2.816, -1.150], [0.520, -1.812, -1.288], [1.839, -2.125, -1.059], [-1.700, -2.459, -1.246], [-2.840, -3.418, -1.396], [-1.975, -1.183, -1.229], [-2.944, -0.534, -1.271], [1.025, -4.231, -0.277], [0.511, -4.611, -1.908], [-0.633, -4.835, -0.573], [2.348, -1.684, -1.756], [-2.482, -4.366, -1.790], [-3.581, -3.011, -2.083], [-3.313, -3.578, -0.423], [-0.439, 3.455, 1.825], [0.600, 2.568, 1.141], [1.977, 3.124, 1.530], [0.341, 0.888, 1.881], [1.597, 0.058, 1.375], [0.109, 1.024, 3.310], [-0.842, 0.230, 1.029], [0.278, 2.762, -0.665], [1.454, 1.868, -1.318], [0.167, 4.160, -1.029], [-0.944, 1.799, -0.922], [-0.384, 3.310, 2.844], [-1.398, 3.240, 1.530], [-0.261, 4.440, 1.595], [2.084, 3.154, 2.616], [2.109, 4.129, 1.125], [2.761, 2.486, 1.127], [2.268, -0.151, 2.044], [2.125, 2.334, -1.842]],
  "total_energy_ev": -49355.497,
  "orbital_gap_ev": [6.79, 6.80],
  "e_lumo_ev": [-10.399, -10.400],
  "total_charge": 2
}

Which formula does entry 3 have?
C3H3PS